Entry 1:
{
  "formula": "C7H10O",
  "method": "ωB97M-V/def2-TZVPD",
  "e_above_lowest_kj_mol": 271.7,
  "species": ["C", "C", "C", "C", "C", "C", "C", "H", "H", "H", "H", "H", "H", "H", "H", "H", "H", "O"],
  "coordinates": [[-0.253, -0.521, -1.474], [-0.375, 0.767, -0.853], [-1.531, 0.473, 0.163], [-0.651, -0.361, 0.939], [0.844, 0.812, 0.189], [1.537, -0.517, -0.033], [0.108, -1.167, -0.201], [-1.167, -0.863, -2.024], [0.568, -0.792, -2.105], [-0.518, 1.555, -1.447], [-2.482, 0.150, -0.206], [-1.791, 1.378, 0.683], [-1.230, -0.821, 1.807], [1.554, 1.601, 0.179], [2.123, -0.346, -1.021], [2.228, -0.947, 0.815], [0.088, -2.243, -0.190], [0.318, 0.552, 1.391]],
  "forces_ev_per_angstrom": [[-1.3, -2.5, -2.1], [-0.3, 0.7, 2.2], [-0.1, 3.0, -1.6], [-1.5, -2.8, 2.6], [2.1, 0.0, -2.0], [1.4, -0.8, -1.4], [1.9, -2.6, 1.8], [0.5, 0.2, 0.8], [0.4, 0.7, -0.9], [-0.3, 3.4, -2.2], [-0.1, -1.0, -0.7], [0.0, 0.4, 0.6], [1.5, -0.1, -1.0], [0.1, 1.3, 0.1], [-0.7, -1.3, 1.5], [-1.5, 1.3, -1.6], [-0.1, -0.5, 0.3], [-1.9, 0.6, 3.5]],
  "nbo_charge": [-0.419, -0.246, -0.428, 0.066, 0.064, -0.402, -0.256, 0.209, 0.218, 0.208, 0.220, 0.216, 0.209, 0.198, 0.193, 0.230, 0.220, -0.501]
}

---

Entry 2:
{
  "formula": "C7H10O",
  "method": "ωB97M-V/def2-TZVPD",
  "smiles": "COCC1C=CC=C1",
  "e_above_lowest_kj_mol": 234.3,
  "species": ["C", "C", "C", "C", "C", "C", "C", "H", "H", "H", "H", "H", "H", "H", "H", "H", "H", "O"],
  "coordinates": [[-0.239, -2.696, 0.038], [-0.985, -0.507, -0.069], [-0.649, 0.933, 0.086], [0.353, 1.222, 1.160], [1.486, 1.767, 0.624], [1.353, 1.778, -0.841], [0.185, 1.319, -1.165], [0.634, -3.286, -0.060], [-0.951, -3.153, -0.676], [-0.632, -2.682, 1.118], [-1.793, -0.589, -0.880], [-1.526, -0.739, 0.835], [-1.537, 1.475, 0.147], [-0.004, 1.156, 2.230], [2.348, 2.076, 1.288], [2.103, 2.318, -1.480], [-0.257, 0.967, -2.089], [0.111, -1.356, -0.265]],
  "forces_ev_per_angstrom": [[-1.0, 0.7, 1.1], [-2.1, -0.5, -0.5], [4.2, -0.5, -1.8], [-0.2, 1.1, 1.1], [-0.5, -0.6, 2.3], [3.0, 2.3, 0.1], [-3.4, -1.4, -0.1], [1.1, -0.5, 0.3], [-0.2, 0.5, 0.4], [0.4, -0.6, -1.5], [1.1, -0.2, 0.6], [-0.2, -0.8, 0.6], [-1.5, 1.1, 0.2], [1.1, 0.0, -1.2], [-1.0, -0.2, -1.3], [-0.7, -1.2, 0.5], [0.4, 0.7, -0.4], [-0.4, 0.0, -0.3]],
  "nbo_charge": [-0.243, -0.035, -0.340, -0.178, -0.225, -0.246, -0.152, 0.193, 0.168, 0.166, 0.158, 0.163, 0.239, 0.210, 0.223, 0.221, 0.209, -0.532]
}

---

Entry 3:
{
  "formula": "C7H10O3",
  "method": "ωB97M-V/def2-TZVPD",
  "e_above_lowest_kj_mol": 428.6,
  "species": ["C", "C", "C", "C", "C", "C", "C", "O", "O", "O", "H", "H", "H", "H", "H", "H", "H", "H", "H", "H"],
  "coordinates": [[1.324, -0.406, -0.468], [1.808, 0.393, -1.659], [-1.457, -0.944, 1.438], [0.300, 0.891, 0.759], [0.168, -1.215, -0.710], [-0.949, -0.042, 0.317], [-1.735, 0.526, -0.657], [0.645, 0.635, 2.101], [0.284, 2.092, 0.428], [-0.269, -2.242, -1.095], [0.577, 1.485, 2.558], [2.119, -0.989, -0.007], [1.018, 0.674, -2.358], [2.542, -0.190, -2.220], [2.262, 1.323, -1.321], [-2.052, -0.362, 2.139], [-2.053, -1.742, 0.996], [-0.636, -1.401, 1.983], [-2.145, -0.089, -1.450], [-1.751, 1.603, -0.774]],
  "forces_ev_per_angstrom": [[-0.7, -0.3, 0.2], [-0.2, 0.5, 0.0], [0.6, -0.9, -0.8], [-2.1, 1.2, 0.8], [0.4, -0.8, -0.2], [0.5, 1.3, 0.6], [0.9, -0.6, -0.3], [0.4, -0.6, -0.5], [0.6, -1.3, -0.5], [0.2, 1.3, 0.5], [0.2, 0.0, -0.3], [-0.2, 0.0, 0.3], [-0.1, -0.1, 0.1], [0.0, 0.0, 0.0], [0.1, 0.1, 0.1], [0.0, 0.1, -0.2], [-0.2, 0.0, 0.1], [0.1, 0.1, 0.0], [-0.8, -0.1, 0.3], [0.5, 0.0, -0.3]],
  "nbo_charge": [-0.472, -0.607, -0.594, 0.705, 0.751, -0.195, -0.226, -0.758, -0.710, -0.462, 0.493, 0.260, 0.220, 0.222, 0.239, 0.240, 0.220, 0.238, 0.198, 0.237]
}

---

| no. | largest force on an atom (eV/A) | HOMO level (eV) | E (eV) |
| --- | --- | --- | --- |
| 1 | 4.1 | -9.1 | -9465.7450 |
| 2 | 4.6 | -8.4 | -9466.1322 |
| 3 | 2.5 | -8.3 | -13558.8743 |